(1)
A molecular structure, C28H34N3O2. Source: OMol25; level of theory: ωB97M-V/def2-TZVPD.

Geometry (Å):
O: 2.28 2.91 -1.85
O: -2.49 0.58 1.28
N: 2.46 1.55 0.46
N: 0.28 0.88 2.30
N: 2.52 -0.30 -1.76
C: 0.82 -1.53 -0.62
C: 0.20 0.23 -2.31
C: 0.02 1.77 1.01
C: 3.04 -1.42 -0.83
C: -3.60 0.01 0.42
C: 2.21 -3.05 0.55
C: -6.99 -0.81 -1.74
C: -1.13 -0.10 -2.18
C: -1.07 0.65 2.97
C: 3.73 -3.51 0.94
C: 2.02 -2.05 -0.35
C: -4.24 1.04 -0.23
C: -4.12 -1.12 0.62
C: -5.12 -1.31 -0.16
C: 1.29 2.40 0.79
C: -5.37 0.67 -0.89
C: 4.31 -1.59 -0.51
C: -0.49 -1.92 -0.97
C: -1.94 -0.07 2.18
C: 4.53 -2.56 0.52
C: 3.33 0.82 -2.40
C: -1.42 -0.97 -1.43
C: 3.47 2.25 -1.67
C: 1.31 0.16 2.26
C: 1.22 -0.37 -1.64
C: -5.69 -0.48 -0.99
C: 2.57 0.78 1.88
C: 3.64 1.99 -0.12
H: -3.70 -1.84 1.22
H: -1.28 -1.04 1.69
H: -1.40 1.40 3.71
H: -5.73 1.56 -1.83
H: 1.55 3.21 1.52
H: 1.67 -3.96 0.86
H: -0.83 2.48 1.40
H: 4.51 0.38 -2.60
H: 0.51 1.28 -2.91
H: 4.49 2.48 -1.87
H: -0.76 -2.72 -0.35
H: -6.86 -0.65 -2.81
H: -7.89 -0.35 -1.45
H: 0.99 -0.47 1.17
H: -7.24 -1.94 -1.72
H: -0.24 0.90 0.43
H: 1.16 2.90 -0.31
H: -2.55 -0.85 2.73
H: 2.83 1.50 2.73
H: 0.69 1.85 3.09
H: 3.86 3.05 0.50
H: 5.12 -0.89 -0.98
H: -5.84 -2.42 0.03
H: 3.97 -4.39 1.45
H: 2.43 3.14 -2.82
H: 4.39 1.10 0.09
H: -3.80 2.14 -0.43
H: 2.93 0.78 -3.23
H: 3.32 -0.03 1.50
H: 5.85 -2.93 0.53
H: -2.63 -1.40 -1.38
H: -1.84 0.59 -2.72
H: -0.64 0.05 3.95
H: 1.41 -0.47 3.30

lowest unoccupied orbital energy: -2.9 eV
F_max: 18.1 eV Å⁻¹
spin multiplicity: 1
energy above the lowest of the compared OMol25 structures with the same formula, charge and spin: 23.712 eV
charge: +1
orbital gap: 7.166 eV


(2)
A molecular structure, C28H34N5O3S. Source: OMol25; level of theory: ωB97M-V/def2-TZVPD.

Geometry (Å):
S: 1.15 1.32 2.40
O: -4.62 6.99 -0.07
O: -4.12 6.77 -2.20
O: -3.93 5.78 9.01
N: -3.24 4.73 5.71
N: -0.74 -0.64 2.53
N: -4.09 6.37 -1.02
N: -1.54 1.42 2.43
N: -4.30 6.38 6.82
C: -2.00 2.57 10.91
C: -4.55 2.40 9.77
C: -0.43 0.66 2.48
C: -3.11 2.29 11.72
C: -5.09 7.55 7.12
C: -4.39 2.20 11.15
C: -2.18 -0.82 2.42
C: -3.07 4.42 7.14
C: -2.72 0.59 2.50
C: -2.17 2.78 9.54
C: -3.81 5.59 7.81
C: -1.96 3.34 -1.38
C: 1.55 -1.39 2.99
C: -2.33 3.31 2.40
C: -2.88 4.08 3.40
C: -2.73 3.90 4.78
C: -3.45 2.74 8.98
C: 0.18 -1.76 2.44
C: -2.51 3.63 1.01
C: -5.35 5.65 4.73
C: -2.73 4.45 -1.74
C: -4.03 5.95 5.45
C: -3.65 3.06 7.52
C: 2.13 -0.20 2.25
C: -1.85 2.94 -0.05
C: -3.23 7.04 4.71
C: -3.41 5.15 -0.73
C: -3.35 4.72 0.61
H: -3.28 0.77 3.42
H: -3.16 2.29 6.90
H: -1.44 2.78 -2.16
H: -2.15 3.05 5.16
H: -3.38 0.81 1.65
H: -1.31 3.00 8.89
H: -2.81 4.81 -2.76
H: -3.89 7.90 4.52
H: -4.61 8.46 6.73
H: -2.85 6.69 3.75
H: -2.54 -1.47 3.23
H: -5.18 7.64 8.21
H: -3.95 5.28 1.33
H: -3.45 4.96 3.11
H: -5.18 5.25 3.72
H: 3.10 0.08 2.67
H: -2.00 4.48 7.41
H: -1.23 2.08 0.21
H: -1.00 2.63 11.34
H: -5.26 1.98 11.77
H: -5.93 6.57 4.63
H: -5.54 2.35 9.31
H: -2.44 -1.30 1.47
H: -1.40 2.55 2.73
H: 0.29 -2.08 1.39
H: -2.39 7.36 5.33
H: -0.25 -2.60 3.00
H: 2.22 -2.24 2.86
H: -6.09 7.47 6.68
H: 1.49 -1.16 4.05
H: -2.98 2.14 12.79
H: 2.25 -0.41 1.17
H: -4.72 3.06 7.28
H: -5.93 4.91 5.30

lowest unoccupied orbital energy: -4.0 eV
F_max: 8.8 eV Å⁻¹
spin multiplicity: 1
energy above the lowest of the compared OMol25 structures with the same formula, charge and spin: 3.594 eV
charge: +1
orbital gap: 6.057 eV


(3)
A molecular structure, C28H35BBaN13O2S. Source: OMol25; level of theory: ωB97M-V/def2-TZVPD.

Geometry (Å):
Ba: 0.50 0.98 -0.15
S: -0.31 1.50 -3.51
O: 1.98 -2.08 0.78
O: 0.43 -2.70 -0.77
N: 4.97 2.91 -0.08
N: -4.96 -1.67 -0.07
N: 3.19 5.39 -0.10
N: -4.24 3.82 -0.17
N: 1.45 4.05 0.10
N: -3.00 1.36 -3.47
N: 0.02 1.39 2.83
N: 3.17 1.71 0.23
N: -2.55 -0.28 -0.08
N: -2.50 2.53 -0.05
N: 3.61 1.15 5.98
N: -4.75 2.57 -0.18
N: -2.06 -0.60 -3.61
C: -2.58 -1.62 -0.08
C: -1.10 1.39 4.94
C: 1.27 1.27 4.85
C: 2.10 -3.53 0.67
C: -1.06 -1.66 -3.60
C: -3.79 -2.30 -0.09
C: 5.40 1.60 0.02
C: -3.49 -0.91 -3.65
C: 2.08 6.21 -0.08
C: 2.76 4.11 0.02
C: -1.82 0.71 -3.52
C: 2.11 -3.98 -1.86
C: -4.15 0.48 -3.64
C: -2.91 3.78 -0.09
C: -4.92 -0.34 -0.05
C: 3.63 2.93 0.05
C: 2.58 1.20 5.48
C: -3.67 1.83 -0.10
C: -3.71 0.35 -0.07
C: 3.57 -3.88 0.58
C: 0.11 1.31 5.60
C: 1.02 5.36 0.04
C: 1.52 -4.11 1.95
C: 1.18 1.31 3.47
C: 1.27 -3.87 -0.60
C: 0.39 -5.09 -0.47
C: 4.27 0.87 0.21
C: -1.10 1.43 3.56
B: 0.93 -1.60 -0.03
H: 4.07 -3.66 1.52
H: 0.15 1.28 6.68
H: 4.07 -3.32 -0.21
H: 1.63 -5.20 1.99
H: -4.86 4.61 -0.22
H: -1.62 -2.14 -0.08
H: -0.08 -1.21 -3.53
H: -2.29 4.66 -0.08
H: -3.81 -3.39 -0.11
H: 0.98 -5.98 -0.25
H: 5.58 3.70 -0.23
H: -3.72 -1.47 -4.56
H: -2.03 1.49 3.00
H: -0.02 5.62 0.09
H: 2.15 7.28 -0.16
H: 2.73 -4.89 -1.86
H: 2.76 -3.11 -1.99
H: -4.69 0.69 -4.56
H: 6.44 1.32 -0.06
H: 1.44 -4.03 -2.72
H: -1.21 -2.31 -2.73
H: -3.02 2.35 -3.65
H: -0.14 -5.26 -1.41
H: 4.16 -0.20 0.34
H: 2.05 -3.69 2.80
H: -5.86 0.19 -0.02
H: -4.85 0.58 -2.81
H: -1.13 -2.25 -4.51
H: -3.77 -1.52 -2.80
H: 3.70 -4.95 0.38
H: 4.14 5.72 -0.17
H: 0.46 -3.86 2.05
H: 2.09 1.27 2.87
H: -0.35 -4.97 0.32
H: -2.04 1.42 5.48

lowest unoccupied orbital energy: -2.2 eV
F_max: 2.8 eV Å⁻¹
spin multiplicity: 1
energy above the lowest of the compared OMol25 structures with the same formula, charge and spin: 1.013 eV
charge: +1
orbital gap: 6.517 eV


(4)
A molecular structure, C28H35BBrF9IN8OS3Ti. Source: OMol25; level of theory: ωB97M-V/def2-TZVPD.

Geometry (Å):
I: 4.50 -1.74 -3.41
Br: 2.40 0.53 1.51
Ti: -0.36 0.76 -0.37
S: 1.66 -3.53 0.32
S: -0.04 3.38 -1.02
S: -0.86 -1.29 1.31
F: -3.44 4.46 -5.73
F: -0.97 -0.79 -1.69
F: -3.08 -0.57 -2.60
F: -2.54 -2.50 -1.47
F: -1.43 5.99 -1.79
F: -1.56 -2.06 -3.52
F: -1.08 1.47 -3.00
F: -2.54 1.94 -5.22
F: -2.91 6.45 -3.98
O: -0.36 1.58 1.20
N: -4.78 -1.46 1.16
N: -0.69 -4.75 0.10
N: -3.52 -1.82 1.58
N: -3.21 -0.19 0.30
N: 0.52 -4.62 -1.83
N: 1.40 0.50 -1.58
N: 2.03 1.45 -2.28
N: -2.61 0.86 -0.39
C: 3.08 0.97 -2.95
C: -4.57 -0.46 0.37
C: -2.89 1.82 3.01
C: 2.07 -0.64 -1.83
C: -0.49 -5.34 -2.59
C: -2.65 4.02 4.12
C: 1.31 2.68 4.86
C: -2.07 3.11 3.04
C: 2.02 1.92 3.95
C: 0.43 -4.32 -0.53
C: -1.14 3.72 -2.36
C: -2.52 -1.09 1.07
C: -1.50 2.72 -3.25
C: 2.01 4.63 6.25
C: -2.43 5.22 -3.75
C: 0.14 1.97 2.40
C: 1.89 3.10 6.22
C: 0.96 2.64 7.34
C: 3.14 -0.38 -2.69
C: -5.58 0.31 -0.40
C: -2.26 2.94 -4.38
C: -0.60 2.73 3.31
C: 1.43 1.59 2.74
C: -1.66 4.97 -2.62
C: -2.21 3.86 1.70
C: 0.02 3.06 4.51
C: 3.28 2.51 6.45
C: -2.72 4.21 -4.64
B: -2.08 -1.54 -2.36
H: -5.55 1.37 -0.14
H: -3.41 -2.60 2.20
H: 3.99 2.83 5.69
H: 3.70 1.61 -3.56
H: -3.26 4.14 1.55
H: -3.91 2.02 2.66
H: -2.88 0.77 -1.38
H: -2.95 1.38 4.01
H: 2.42 4.96 7.21
H: 1.03 5.11 6.12
H: -2.43 1.08 2.36
H: 2.66 4.99 5.45
H: -6.57 -0.08 -0.17
H: 3.02 1.57 4.15
H: 1.38 2.92 8.32
H: -1.86 3.27 0.85
H: -5.39 0.20 -1.47
H: 3.65 2.83 7.42
H: -0.61 -6.36 -2.20
H: -2.09 4.95 4.22
H: 1.34 -4.28 -2.30
H: -0.81 -4.35 1.01
H: 3.25 1.41 6.45
H: -1.61 4.78 1.70
H: -0.54 3.66 5.22
H: 0.85 1.55 7.33
H: -3.68 4.28 3.85
H: -2.68 3.54 5.10
H: -0.03 3.08 7.26
H: -1.53 -4.85 -0.45
H: -2.94 1.75 -0.02
H: 1.78 -1.56 -1.35
H: -1.45 -4.83 -2.58
H: 1.67 2.41 -2.17
H: -0.16 -5.40 -3.62

lowest unoccupied orbital energy (spin up / spin down): 0.1 / 0.1 eV
F_max: 1.6 eV Å⁻¹
spin multiplicity: 2
energy above the lowest of the compared OMol25 structures with the same formula, charge and spin: 0.518 eV
charge: 0
orbital gap (spin up / spin down): 8.036 / 8.095 eV


(5)
6 unconnected molecules or ions with the total composition C28H35Cl20F9N5OS2. Source: OMol25; level of theory: ωB97M-V/def2-TZVPD.

Geometry (Å):
Cl: -9.08 -1.95 0.17
Cl: 9.65 -0.30 -2.88
Cl: 4.96 4.11 -3.97
Cl: -13.66 1.78 -0.68
Cl: 8.67 -4.29 2.03
Cl: 10.52 1.94 -1.28
Cl: -9.60 -1.07 -2.54
Cl: 9.58 -1.73 1.08
Cl: 8.73 2.36 -3.51
Cl: 7.23 3.72 -5.69
Cl: -9.56 0.84 -0.37
Cl: -7.11 -0.40 -1.25
Cl: 4.61 4.12 -6.84
Cl: 6.94 -1.98 2.24
Cl: -15.35 -0.55 -0.47
Cl: 9.28 -2.20 3.91
Cl: 7.78 1.04 -1.14
Cl: -12.48 -0.82 -0.35
Cl: 5.96 6.31 -5.55
Cl: -13.75 -0.13 -2.84
S: -2.07 -2.62 -1.72
S: -3.89 -0.29 -1.72
F: 0.17 2.55 2.31
F: -1.90 2.88 2.94
F: 0.03 4.86 -1.30
F: -2.95 1.99 0.82
F: -0.60 2.98 -2.12
F: 0.87 3.04 -0.51
F: -1.16 4.55 0.94
F: -2.50 3.89 -0.63
F: -1.08 1.22 -0.03
O: 4.05 3.09 -1.57
N: 2.85 -1.33 1.53
N: -4.59 -2.52 -0.48
N: 1.02 -2.45 2.52
N: 1.16 -0.13 2.63
N: 3.72 1.28 -0.21
C: -8.84 -0.64 -1.00
C: -1.02 -1.97 -0.37
C: 4.45 0.97 -2.56
C: -0.24 3.59 -1.01
C: 3.63 2.28 0.87
C: -1.25 0.64 2.74
C: -0.02 0.09 3.46
C: 3.89 -0.75 2.22
C: -1.10 2.07 2.19
C: 5.00 2.86 1.24
C: -4.75 -3.92 -0.92
C: -0.31 -2.78 1.95
C: 5.68 4.57 -5.51
C: 4.84 -0.35 2.82
C: 1.63 -1.28 2.22
C: 9.18 1.26 -2.21
C: 8.63 -2.55 2.31
C: 4.05 1.89 -1.44
C: -4.79 -1.23 1.66
C: -1.62 2.20 0.74
C: 2.53 0.43 -0.32
C: -5.04 -4.01 -2.42
C: 2.77 -1.03 0.08
C: -1.38 3.58 0.05
C: -0.32 -3.07 0.44
C: -13.81 0.07 -1.08
C: -4.26 -2.47 0.96
C: -3.64 -1.81 -1.25
H: 2.25 0.39 -1.37
H: 1.70 0.70 2.37
H: -5.63 -4.29 -0.39
H: 5.11 2.93 2.32
H: -4.72 -3.35 1.41
H: 1.68 -3.20 2.40
H: -1.04 -2.01 2.19
H: 1.67 0.88 0.18
H: 0.27 0.81 4.22
H: -2.05 0.67 3.47
H: -3.19 -2.57 1.14
H: -0.32 -1.29 -0.86
H: -3.88 -4.51 -0.64
H: 5.13 3.86 0.85
H: -4.75 -1.39 2.74
H: 2.95 3.09 0.60
H: 5.47 1.22 -2.84
H: -5.43 -3.06 -2.80
H: 3.23 1.82 1.78
H: 3.84 1.23 -3.43
H: -5.70 -4.83 -2.66
H: 0.67 -3.30 0.04
H: -4.11 -4.19 -2.96
H: -0.65 -3.67 2.46
H: 5.79 2.21 0.85
H: -0.28 -0.83 3.97
H: 2.03 -1.65 -0.41
H: 5.63 -0.03 3.46
H: -1.60 0.00 1.93
H: -1.68 -1.37 0.24
H: 3.73 -1.32 -0.34
H: 4.36 -0.08 -2.32
H: -0.92 -3.97 0.30
H: -5.80 -0.99 1.36
H: -4.16 -0.37 1.44

lowest unoccupied orbital energy: -3.7 eV
F_max: 1.1 eV Å⁻¹
spin multiplicity: 1
charge: +1
orbital gap: 7.207 eV


> Look up the F_max of the fifth one.

1.1 eV Å⁻¹